No. 1
Below is C12H21AsBeO as an isolated structure in a non-equilibrium geometry, with properties calculated with wB97M-V/def2-TZVPD.

charge	+2
frontier orbital gap	9.388	eV

Last column: natural (NBO) charge in e.
Element x y z (Å)
C1 1.42747 -0.85455 -1.60092  -0.24
H1 -2.18199 0.07219 1.51399  0.25
H2 -2.89632 -1.38081 -0.67127  0.25
H3 -0.23563 -1.03597 4.69390  0.28
C2 0.18310 -1.45247 -1.26688  -0.40
C3 -2.33215 -1.63947 -1.61008  -0.65
H4 -0.04782 2.28534 4.75569  0.31
H5 0.67225 1.92740 -4.26003  0.26
H6 -0.16879 -1.90301 3.13181  0.25
H7 -2.29167 1.54187 2.49355  0.27
H8 -0.94464 2.31032 -3.69973  0.24
C4 0.12392 2.25251 -3.40026  -0.66
C5 -1.09192 0.42458 -2.22049  -0.20
H9 2.32244 1.10361 -1.90092  0.28
As1 -0.00927 0.60008 2.71110  1.93
H10 1.53547 1.68364 4.25554  0.27
H11 0.20195 -2.47506 -0.82919  0.27
C6 0.26277 -1.09584 3.69751  -0.95
H12 -2.98179 -1.33816 -2.47191  0.26
H13 0.77679 2.91063 3.24134  0.28
C7 2.66785 -1.68987 -1.83448  -0.63
C8 1.37234 0.52299 -1.90487  -0.47
H14 -2.15051 -2.73133 -1.72073  0.25
Be1 1.02509 -0.06338 -0.14153  1.73
C9 0.61468 2.00049 3.86967  -0.98
C10 -1.01169 -0.84857 -1.63491  0.07
H15 0.50583 3.23236 -3.09785  0.27
C11 0.18508 1.07411 -2.45354  0.16
H16 1.33730 -1.27680 3.74901  0.26
H17 3.38362 -1.12721 -2.42837  0.26
H18 3.03704 -2.04227 -0.83659  0.25
H19 -2.55655 -0.14491 3.24385  0.30
C12 -1.95670 0.50163 2.53469  -0.99
H20 2.46945 -2.62431 -2.39175  0.28
H21 -2.05146 0.73591 -2.72196  0.27
O1 0.80450 0.54434 1.20658  -1.36

***

No. 2
Below is C30H51AuBN7O as an isolated structure in a non-equilibrium geometry, with properties calculated with wB97M-V/def2-TZVPD.

charge	+2
frontier orbital gap (alpha / beta)	9.112 / 4.677	eV
spin multiplicity	3
expectation value of S²	2.011

Last column: Löwdin charge in e.
Element x y z (Å)
C1 0.79362 3.53662 -2.33279  0.08
C2 -2.93811 3.64296 2.40155  -0.13
H1 1.10876 2.09724 1.93138  0.08
H2 -3.11168 0.90471 -2.72172  0.11
C3 0.31792 4.11278 1.80599  -0.15
H3 3.50209 -0.22799 3.88740  0.13
C4 1.80522 -0.70845 2.54687  -0.21
B1 2.68040 0.81805 -0.64088  -0.49
H4 1.28618 4.57776 2.00162  0.12
H5 3.13558 4.86445 -1.83965  0.10
H6 4.35237 2.51060 1.40714  0.09
C5 0.23074 -1.00875 4.45063  -0.02
C6 -0.07504 -2.30789 2.32802  -0.05
C7 -0.54456 -3.06096 -3.73813  -0.02
H7 -2.53122 2.50813 -4.53433  0.10
H8 -0.69186 -1.52387 1.86935  0.04
H9 0.59491 -4.54275 -0.82869  0.09
C8 -1.56319 2.41691 -2.60970  -0.53
H10 0.42804 -2.85819 1.53570  0.08
H11 0.61718 2.76657 3.50242  0.14
H12 5.06244 -0.89523 -1.76807  0.10
H13 -0.89495 -2.07367 -4.03118  0.08
C9 3.27543 3.79840 -1.67365  0.01
H14 -2.00241 0.69069 -1.36479  0.04
H15 4.48530 0.14035 -3.07347  0.09
C10 -2.20239 4.84311 1.75673  -0.15
Au1 -0.21485 0.02370 0.04243  1.29
N1 1.58524 -0.35098 1.28812  0.05
H16 -1.12928 -2.72214 -0.34156  0.05
C11 -1.56324 2.75720 -4.10810  -0.02
H17 -2.78860 5.74781 1.92586  0.12
H18 -3.62356 3.95978 3.18509  0.13
H19 3.78844 1.11382 -0.89276  0.12
H20 1.16668 -4.81002 -2.47883  0.09
H21 2.54280 -2.40631 4.57476  0.09
N2 1.70768 1.92939 -1.11457  0.05
H22 -1.38576 3.81797 -4.26092  0.09
C12 -2.49593 3.38674 -1.87730  -0.02
O1 -1.36665 1.43771 1.28804  -0.05
C13 0.36287 2.69584 2.44522  -0.08
C14 1.00212 -2.12575 -2.06400  -0.20
H23 0.28604 -3.34223 -4.37893  0.09
H24 -0.48235 6.07265 1.91929  0.12
N3 2.26619 -0.46124 -1.39761  0.03
H25 -0.73574 -2.98369 2.86523  0.11
C15 0.94990 -1.69233 3.28162  -0.54
C16 3.01665 -1.16959 -2.26266  -0.23
C17 1.96633 3.11312 -1.70555  -0.23
H26 0.22405 4.00097 0.72275  0.11
H27 4.75567 -1.58104 -3.36872  0.10
H28 -0.79154 2.20196 -4.63617  0.10
C18 4.41046 -0.85423 -2.63910  0.01
H29 2.44926 -3.25264 3.03110  0.10
H30 -2.60048 3.09306 -0.83461  0.06
H31 5.36825 1.10832 1.09861  0.10
H32 -1.75913 -1.73189 -1.67767  0.05
N4 0.43241 1.59265 -1.38098  0.05
H33 -2.14307 4.69516 0.67748  0.09
H34 -3.49421 3.07530 1.65595  0.12
H35 5.08316 1.62684 2.76075  0.10
H36 -0.48027 -0.26701 4.09175  0.08
H37 2.55162 -2.98255 -3.40772  0.13
H38 -0.78202 5.15271 3.37405  0.12
C19 2.99990 -0.09813 2.95209  0.08
C20 -0.16262 2.53933 -2.09126  -0.21
H39 -1.34934 -3.77432 -3.89412  0.10
C21 4.62849 1.52627 1.77922  0.02
C22 3.44090 0.65493 1.86515  -0.23
N5 1.05272 -1.04510 -1.28528  0.01
C23 1.86101 -2.80389 3.82843  -0.02
H40 -1.52660 3.24236 3.81892  0.14
H41 0.94179 -0.52277 5.11349  0.09
C24 2.24829 -2.23234 -2.70790  0.07
H42 -2.11895 4.40660 -1.93254  0.10
H43 1.25732 -3.57720 4.29575  0.10
H44 -1.47508 0.29073 -3.00814  0.08
C25 -2.07011 0.98543 -2.42012  -0.04
C26 -1.02513 2.18802 2.21960  -0.45
H45 3.78785 3.64966 -0.72612  0.08
H46 -2.14271 -3.44403 -1.58404  0.11
H47 -0.49859 -5.18507 -2.05611  0.10
C27 0.31882 -4.49148 -1.87950  -0.02
N6 -1.93352 2.78620 3.01004  0.08
H48 -3.47794 3.36205 -2.34520  0.10
N7 2.55021 0.49370 0.86778  0.02
C28 -1.36295 -2.70759 -1.40446  -0.05
H49 -0.31211 -1.75424 5.02600  0.10
C29 -0.77572 5.08825 2.28598  -0.17
H50 0.65980 4.41575 -2.92858  0.13
H51 3.91993 3.42101 -2.46959  0.11
C30 -0.14296 -3.06811 -2.24911  -0.54

***

No. 3
Below is a 15-piece molecular cluster, H30O15 overall in a non-equilibrium geometry, with properties calculated with wB97M-V/def2-TZVPD.

charge	0
frontier orbital gap	8.949	eV

Last column: natural (NBO) charge in e.
Element x y z (Å)
H1 4.65892 15.11045 -12.99299  0.48
O1 6.80475 16.89549 -15.43017  -0.96
O2 2.47393 21.66572 -11.53625  -0.97
H2 2.66602 18.54713 -9.00374  0.46
H3 3.45162 17.53436 -15.58797  0.48
H4 1.08259 16.33933 -14.09440  0.47
H5 4.41383 20.21836 -9.47952  0.48
H6 0.87687 19.40564 -14.32654  0.47
O3 4.23077 19.59859 -12.84358  -1.00
O4 0.45116 19.42606 -10.93089  -0.97
O5 4.23945 17.77851 -15.06560  -0.98
H7 6.42027 20.29176 -16.84061  0.47
O6 5.61873 21.83389 -12.05655  -0.94
H8 2.62843 20.35631 -16.27184  0.46
O7 1.46811 19.68451 -13.62844  -0.97
H9 6.41502 22.36972 -11.89588  0.48
H10 2.80718 16.76723 -10.99010  0.49
H11 3.71183 19.03118 -12.26741  0.49
O8 1.55789 16.71323 -13.35619  -0.97
O9 6.09780 19.56223 -16.31225  -0.97
O10 4.89331 16.08016 -12.91727  -0.97
H12 1.29836 17.63062 -13.26834  0.49
H13 7.60544 20.34420 -13.64529  0.46
H14 6.51734 16.05235 -15.10671  0.46
O11 5.18168 20.67557 -9.66835  -1.00
H15 6.08163 17.54833 -15.32409  0.49
H16 4.05688 16.53376 -12.58981  0.49
H17 -0.44831 19.67409 -11.06513  0.48
O12 3.37247 20.35249 -15.64171  -0.96
H18 4.30707 17.04882 -14.43529  0.51
H19 5.11121 22.35351 -12.65797  0.48
H20 3.93696 19.67241 -15.93167  0.50
H21 6.53452 19.67763 -15.49716  0.49
H22 1.99026 19.59968 -9.91451  0.51
H23 2.98975 21.00706 -12.03140  0.49
H24 2.63934 22.57588 -11.80010  0.47
O13 3.32868 17.58431 -11.18426  -0.94
H25 4.25723 19.11784 -13.66030  0.49
H26 4.12977 17.25490 -10.83912  0.49
H27 0.92621 19.57105 -11.74441  0.50
H28 6.17348 20.02438 -13.21783  0.50
O14 6.96292 19.69228 -13.55771  -0.96
O15 2.68063 19.44065 -9.24640  -0.97
H29 5.12236 21.00214 -10.60852  0.48
H30 2.34153 19.65887 -13.96357  0.51

***

Number 1: molecular weight 265.23 Da. Number 2: molecular weight 733.57 Da. Number 3: molecular weight 270.23 Da.